[1]
{
  "formula": "C5H10NO",
  "method": "the ωB97M-V functional and the def2-TZVPD basis",
  "species": ["C", "C", "N", "C", "C", "C", "O", "H", "H", "H", "H", "H", "H", "H", "H", "H", "H"],
  "coordinates": [[-1.9748, 0.2897, 0.3508], [-1.0377, -0.3748, -0.6897], [0.3850, -0.3354, -0.4243], [1.2125, -1.2278, 0.0562], [2.2830, -0.2714, 0.4230], [1.2071, 0.8393, -0.6009], [0.7728, 1.9987, 0.0024], [-1.5968, 1.2196, 0.5265], [-2.9009, 0.2229, -0.0738], [-2.0161, -0.4584, 1.2587], [-1.2948, 0.0925, -1.6755], [-1.1543, -1.4640, -0.9583], [1.1524, -2.3273, 0.3433], [2.2513, 0.0873, 1.4285], [3.3825, -0.4740, 0.1151], [1.5866, 0.9039, -1.5642], [0.7945, 2.1245, 0.9278]],
  "forces_ev_per_a": [[2.342, -5.650, 1.604], [-1.102, -1.492, -2.197], [-1.096, -1.224, 0.049], [-0.099, 0.982, 1.111], [1.770, 1.025, -3.379], [2.166, -1.200, 6.186], [-0.175, -0.398, -3.664], [0.422, 2.562, 0.879], [-2.545, 0.458, -1.000], [0.185, 1.985, -1.256], [0.943, 0.029, 0.685], [-0.789, 0.897, 0.901], [-0.563, 1.500, -0.989], [-0.298, 0.225, 0.643], [-1.965, 0.197, 0.496], [0.459, 0.682, -1.722], [0.346, -0.577, 1.652]],
  "lowdin_charge": [-0.0152, -0.1599, -0.0582, 0.0643, 0.0396, -0.1540, 0.0785, 0.0345, 0.0509, 0.1351, 0.1501, 0.1500, 0.1887, 0.1011, 0.1426, 0.1477, 0.1043],
  "de_lowest_ev": 3.592,
  "total_charge": 1,
  "energy_ev": -8874.988,
  "lumo_energy_ev": -4.914,
  "homo_ev": -15.158
}

=====

[2]
{
  "formula": "C7H12O2",
  "method": "the ωB97M-V functional and the def2-TZVPD basis",
  "species": ["C", "C", "O", "C", "C", "O", "H", "H", "H", "H", "H", "H", "H", "H", "C", "C", "C", "H", "H", "H", "H"],
  "coordinates": [[0.2631, -0.7953, -1.6084], [0.4750, -0.9397, -0.1226], [0.7266, -2.0131, 0.3865], [1.1623, 0.3566, 0.5745], [2.6674, 0.2927, 0.3085], [0.6114, 1.5948, 0.1926], [-0.0746, -1.7453, -2.0168], [1.1080, -0.3325, -2.1134], [-0.5544, -0.0916, -1.7576], [0.9986, 0.2600, 1.6520], [2.8796, 0.4135, -0.7545], [3.1749, 1.1017, 0.8311], [3.0749, -0.6621, 0.6288], [0.8326, 1.7614, -0.7305], [-2.6887, 0.7151, -0.8742], [-2.3109, 0.0673, 0.0758], [-2.2879, -0.2469, 1.4970], [-3.1136, 1.2303, -1.6936], [-1.7054, 0.5386, 1.9828], [-1.9369, -1.2687, 1.6415], [-3.3019, -0.2366, 1.9004]],
  "forces_ev_per_a": [[-1.786, 0.338, 0.204], [3.994, 0.725, -0.126], [-1.253, 0.406, 0.147], [-0.953, -1.008, 0.070], [-0.227, -0.070, -0.171], [-0.043, 0.028, -0.083], [0.442, -0.022, -0.213], [0.398, -0.443, 0.129], [0.016, -0.005, -0.113], [-0.100, 0.006, -0.128], [-0.005, -0.030, -0.111], [-0.075, 0.010, 0.104], [0.025, -0.058, 0.061], [-0.027, 0.029, 0.032], [0.256, -0.877, 0.647], [-1.660, 1.658, -0.586], [0.194, -0.738, -0.023], [0.161, 0.067, -0.403], [0.175, -0.457, 0.275], [0.487, 0.225, 0.443], [-0.019, 0.215, -0.156]],
  "lowdin_charge": [-0.0204, -0.3894, 0.0725, -0.3681, -0.0369, -0.0361, 0.0934, 0.0857, 0.0372, 0.1404, 0.0773, 0.0846, 0.0861, 0.0906, 0.1069, -0.2013, -0.0985, 0.0305, 0.0871, 0.0748, 0.0836],
  "de_lowest_ev": 2.860,
  "energy_ev": -11545.543,
  "lumo_energy_ev": 0.728,
  "homo_ev": -9.177
}

=====

[3]
{
  "formula": "C24H28N5O6SScSe3Te2",
  "method": "the ωB97M-V functional and the def2-TZVPD basis",
  "species": ["Sc", "Se", "Te", "Te", "Se", "C", "C", "N", "O", "C", "C", "N", "O", "H", "H", "H", "H", "H", "H", "H", "C", "N", "C", "C", "N", "C", "S", "H", "H", "H", "H", "H", "H", "C", "C", "C", "C", "C", "C", "Se", "C", "C", "C", "H", "H", "H", "H", "H", "H", "H", "H", "H", "H", "H", "O", "C", "O", "C", "C", "C", "C", "C", "C", "N", "O", "O", "H", "H", "H", "H"],
  "coordinates": [[-1.4762, -0.3967, 0.1753], [-3.0067, 1.7124, 0.9977], [-4.3376, 1.9443, 3.0973], [-6.0846, -0.9261, 0.4129], [-4.1141, 0.2041, -0.6133], [-5.0013, -2.0600, 4.0814], [-3.5713, -1.8813, 3.6835], [-2.6773, -1.2874, 4.3729], [-3.2179, -0.6380, 5.5145], [-3.1032, -2.4843, 2.4134], [-3.5618, -3.8502, 2.0189], [-2.2991, -1.7955, 1.6924], [-1.8735, -2.3333, 0.5255], [-5.6118, -1.3109, 3.5767], [-5.1035, -1.9483, 5.1579], [-5.3558, -3.0396, 3.7604], [-3.7188, 0.1087, 5.1129], [-3.6149, -4.5087, 2.8879], [-2.8836, -4.2628, 1.2761], [-4.5561, -3.7681, 1.5709], [3.8645, -0.7410, -0.8368], [3.0342, -1.3167, -1.8729], [3.2527, -1.2400, -3.2382], [2.2371, -1.8836, -3.8465], [1.4133, -2.3501, -2.8451], [1.8923, -2.0028, -1.6215], [1.2123, -2.3930, -0.1426], [4.7268, -0.2766, -1.3123], [4.1921, -1.5238, -0.1522], [3.3023, 0.0033, -0.2704], [4.0842, -0.6988, -3.6504], [2.0091, -2.0016, -4.8878], [0.4897, -2.7390, -2.9415], [3.1109, 2.3748, -6.2063], [2.0539, 1.8077, -5.2962], [1.9363, 2.2218, -3.9784], [0.9593, 1.7171, -3.1241], [0.8450, 2.2600, -1.7362], [0.0826, 0.7275, -3.5888], [-1.3737, 0.0555, -2.5421], [0.1757, 0.3137, -4.9280], [-0.7656, -0.7139, -5.4915], [1.1503, 0.8588, -5.7548], [3.7377, 3.0916, -5.6750], [2.6668, 2.8902, -7.0617], [3.7613, 1.5910, -6.6032], [2.6130, 2.9802, -3.5958], [1.5868, 3.0368, -1.5524], [0.9881, 1.4827, -0.9891], [-0.1549, 2.6704, -1.5658], [-0.7383, -1.6389, -4.9089], [-0.5166, -0.9359, -6.5311], [-1.8003, -0.3700, -5.4363], [1.2057, 0.5243, -6.7881], [2.2271, 1.1937, 1.2260], [1.1334, 0.9238, 1.7134], [0.1206, 0.4758, 1.0732], [0.9195, 1.1613, 3.1902], [-0.2105, 0.6946, 3.8480], [-0.3770, 0.9171, 5.2103], [0.5820, 1.6128, 5.9240], [1.7021, 2.0779, 5.2447], [1.8905, 1.8659, 3.8921], [2.7211, 2.8195, 5.9941], [2.5469, 2.9886, 7.1907], [3.6993, 3.2294, 5.3962], [-0.9861, 0.1756, 3.2997], [-1.2801, 0.5692, 5.6915], [0.4745, 1.8097, 6.9800], [2.7711, 2.2252, 3.3828]],
  "forces_ev_per_a": [[0.428, -0.440, 0.389], [-0.115, 0.204, -0.170], [-0.059, -0.140, 0.131], [0.067, -0.073, 0.111], [-0.091, 0.181, -0.086], [-0.023, 0.016, -0.024], [0.119, -0.091, -0.024], [-0.005, -0.025, 0.027], [-0.139, 0.186, -0.063], [0.403, 0.072, -0.038], [-0.049, -0.012, -0.050], [-0.462, 0.016, -0.080], [0.093, 0.225, -0.011], [-0.026, 0.073, -0.048], [-0.018, -0.031, 0.006], [-0.015, 0.027, -0.008], [0.111, -0.037, 0.037], [-0.018, 0.000, 0.009], [-0.007, 0.010, 0.026], [0.002, -0.031, -0.028], [0.011, 0.080, 0.079], [-0.063, -0.035, -0.080], [-0.032, -0.021, -0.055], [0.024, 0.120, 0.005], [0.033, -0.024, 0.019], [-0.071, -0.047, 0.047], [0.050, 0.003, -0.038], [0.007, -0.005, -0.002], [-0.001, 0.013, 0.000], [-0.004, -0.030, 0.028], [0.017, 0.001, -0.012], [-0.009, 0.005, -0.045], [0.003, 0.041, 0.007], [0.012, 0.013, -0.017], [0.003, -0.023, -0.001], [0.035, 0.005, -0.016], [0.016, -0.029, 0.023], [-0.040, 0.021, 0.091], [-0.075, 0.093, 0.074], [-0.119, -0.079, 0.056], [0.005, -0.083, -0.036], [-0.006, -0.003, -0.004], [0.046, -0.026, -0.022], [0.010, 0.007, 0.003], [-0.001, 0.003, -0.007], [0.006, -0.003, -0.002], [0.014, 0.009, -0.002], [0.018, 0.038, -0.014], [0.026, -0.064, 0.066], [0.027, -0.014, -0.008], [-0.002, 0.012, -0.014], [0.005, -0.004, -0.017], [0.012, -0.004, 0.001], [0.001, 0.000, -0.009], [-0.103, -0.034, -0.073], [0.171, 0.181, 0.040], [-0.283, -0.253, -0.258], [0.062, -0.022, 0.061], [-0.074, 0.150, -0.096], [-0.011, 0.116, 0.074], [-0.005, -0.010, -0.082], [-0.033, -0.028, -0.010], [-0.017, -0.091, 0.068], [0.036, -0.004, 0.047], [0.003, 0.010, -0.004], [0.000, 0.013, -0.011], [0.063, -0.043, 0.041], [0.038, -0.085, 0.022], [0.002, 0.003, -0.004], [-0.001, 0.001, -0.018]],
  "lowdin_charge": [0.3236, -0.2275, 0.0753, -0.0048, -0.3078, -0.0485, -0.3163, 0.0549, -0.1597, -0.2990, -0.0326, -0.0783, -0.3339, 0.0229, 0.0707, 0.0705, -0.0304, 0.0796, 0.0730, 0.0566, -0.0309, -0.1154, -0.0659, -0.0985, 0.0705, -0.8110, 0.6491, 0.0850, 0.0838, 0.0647, 0.1131, 0.1101, 0.1342, -0.0719, -0.2982, -0.0307, -0.2921, -0.0673, -0.5371, 0.6456, -0.3427, -0.1170, -0.0519, 0.0651, 0.0704, 0.0682, 0.1065, 0.0786, 0.0450, 0.0809, 0.0490, 0.0663, 0.0636, 0.1073, 0.0289, -0.5651, -0.2044, -0.0892, 0.0123, -0.0347, -0.0015, -0.1500, 0.0601, -0.3603, 0.0393, 0.0535, 0.0794, 0.0848, 0.1096, 0.1226],
  "de_lowest_ev": 0.000,
  "total_charge": -2,
  "energy_ev": -287242.709,
  "lumo_energy_ev": 3.762,
  "homo_ev": -1.498
}

=====

[4]
{
  "formula": "C35H33FN2O4S2",
  "method": "the ωB97M-V functional and the def2-TZVPD basis",
  "species": ["F", "C", "S", "C", "C", "C", "C", "C", "C", "O", "O", "S", "C", "C", "C", "C", "C", "C", "O", "O", "H", "H", "H", "H", "H", "H", "H", "H", "H", "H", "C", "N", "C", "C", "C", "C", "C", "C", "C", "N", "C", "C", "C", "C", "C", "C", "C", "C", "C", "C", "C", "C", "C", "C", "H", "H", "H", "H", "H", "H", "H", "H", "H", "H", "H", "H", "H", "H", "H", "H", "H", "H", "H", "H", "H", "H", "H"],
  "coordinates": [[1.1441, -0.0737, 3.3313], [1.2121, 0.7595, 2.2373], [1.8411, 2.3893, 2.7096], [3.2562, 1.8516, 3.6904], [4.4673, 1.5615, 3.0576], [5.4239, 0.8014, 3.7328], [5.1894, 0.3939, 5.0489], [4.0193, 0.7864, 5.7068], [3.0461, 1.5228, 5.0303], [2.3670, 3.0131, 1.5185], [0.8614, 3.0277, 3.5612], [-0.4132, 0.8567, 1.4669], [-1.5831, 1.1802, 2.7641], [-1.8400, 0.1617, 3.6827], [-2.8933, 0.3010, 4.5820], [-3.6518, 1.4748, 4.6008], [-3.3823, 2.4933, 3.6816], [-2.3245, 2.3651, 2.7785], [-0.4231, 1.9566, 0.5271], [-0.6792, -0.4985, 1.0236], [4.6408, 1.8983, 2.0379], [6.3502, 0.5258, 3.2254], [5.9169, -0.2384, 5.5610], [3.8468, 0.5116, 6.7479], [2.1184, 1.8267, 5.5125], [-1.2072, -0.7224, 3.6950], [-3.1180, -0.5235, 5.2572], [-4.4506, 1.5936, 5.3345], [-4.0013, 3.3914, 3.6547], [-2.0595, 3.1669, 2.0928], [5.3934, -2.1237, -3.6100], [4.1891, -1.4498, -3.1535], [3.1870, -0.9782, -3.9551], [2.1705, -0.3986, -3.1341], [0.9773, 0.2996, -3.4073], [-0.3472, -0.1080, -3.1076], [-0.7395, -1.0012, -2.0673], [-2.0707, -1.3025, -1.8316], [-3.0913, -0.7099, -2.6394], [-4.4081, -0.8525, -2.3222], [-4.8608, -1.7193, -1.2531], [-3.8322, -1.8731, -0.1498], [-2.4676, -2.2324, -0.7306], [-5.4785, -0.4064, -3.1946], [-5.0867, 0.7549, -4.0904], [-3.7383, 0.5157, -4.7583], [-2.7051, 0.0575, -3.7799], [-1.3810, 0.3823, -3.9560], [2.6371, -0.5383, -1.7873], [2.1240, -0.0182, -0.6143], [2.8006, -0.2933, 0.5536], [4.0236, -0.9537, 0.5692], [4.6037, -1.4055, -0.6427], [3.8814, -1.1997, -1.8093], [6.1077, -2.1628, -2.7829], [5.1762, -3.1508, -3.9387], [5.8362, -1.5785, -4.4532], [3.2061, -1.0739, -5.0348], [1.0449, 1.1312, -4.1149], [0.0233, -1.4373, -1.4243], [-5.7946, -1.2991, -0.8560], [-5.1059, -2.7110, -1.6737], [-3.7383, -0.9384, 0.4198], [-4.1652, -2.6549, 0.5392], [-2.4953, -3.2657, -1.1129], [-1.7209, -2.1876, 0.0658], [-5.8136, -1.2554, -3.8164], [-6.3268, -0.1186, -2.5587], [-5.8589, 0.8939, -4.8510], [-5.0302, 1.6723, -3.4935], [-3.8549, -0.2264, -5.5660], [-3.3903, 1.4415, -5.2267], [-1.0985, 1.0201, -4.7966], [1.2297, 0.5985, -0.6698], [2.1916, 0.1138, 1.5304], [4.5499, -1.1181, 1.5083], [5.5732, -1.8931, -0.6727]],
  "forces_ev_per_a": [[-0.225, -0.285, 0.704], [-2.531, 2.474, 0.616], [-0.215, -1.278, -0.067], [-0.186, -0.047, 0.153], [-0.164, -0.196, 0.013], [-0.086, 0.197, 0.168], [-0.166, 0.060, -0.076], [0.012, 0.152, -0.047], [0.200, -0.154, -0.175], [-0.271, 0.186, 0.301], [0.473, 0.642, 0.169], [1.779, 0.269, 1.361], [-0.677, 0.080, -0.074], [-0.116, 0.037, -0.035], [0.153, 0.189, 0.059], [0.027, -0.087, -0.242], [0.219, -0.031, 0.086], [0.001, -0.282, 0.077], [-0.288, -0.347, 0.042], [-0.330, 0.155, -0.109], [-0.170, -0.174, 0.138], [-0.254, 0.098, 0.171], [-0.178, 0.239, -0.113], [0.106, 0.020, -0.277], [0.160, -0.179, -0.125], [-0.294, 0.080, -0.137], [0.063, 0.287, -0.003], [0.137, -0.058, -0.287], [0.243, -0.197, 0.134], [-0.148, -0.226, 0.029], [-0.121, -0.190, -0.222], [-0.399, 0.024, -0.102], [-0.796, 1.210, 1.134], [1.835, -0.600, 0.032], [-1.642, -1.004, -1.714], [0.776, 0.779, 0.231], [-0.682, -0.403, 0.063], [0.930, 0.250, -0.160], [-0.359, 0.135, 0.125], [0.855, 0.115, -0.303], [-0.139, -0.469, 0.366], [0.190, 0.201, 0.068], [-0.032, -0.451, 0.392], [-0.297, -0.011, -0.432], [0.131, 0.225, 0.130], [-0.234, 0.069, -0.412], [0.676, 0.140, -0.096], [-0.511, 0.302, 0.257], [0.357, -0.449, -0.005], [0.354, -0.303, 0.049], [0.458, -0.292, 0.744], [0.673, -0.706, -1.751], [0.052, 0.074, 0.889], [-0.396, 0.346, -0.341], [-0.142, 0.056, -0.251], [0.049, 0.245, 0.154], [-0.071, -0.089, 0.272], [0.124, -0.082, 0.228], [-0.161, -0.342, -0.222], [-0.210, 0.141, -0.043], [0.214, -0.078, -0.091], [0.007, 0.195, 0.051], [-0.062, -0.153, -0.109], [0.024, 0.152, -0.045], [0.007, 0.191, 0.022], [-0.057, -0.060, -0.198], [0.049, 0.114, 0.160], [0.200, -0.088, -0.153], [0.013, 0.047, 0.142], [-0.043, -0.109, -0.046], [0.057, 0.126, 0.223], [-0.082, -0.136, -0.052], [-0.130, -0.116, 0.217], [0.030, -0.089, 0.404], [1.336, -0.554, -1.997], [-0.085, -0.020, -0.181], [-0.022, 0.034, 0.122]],
  "lowdin_charge": [-0.0494, -0.5121, 0.7022, -0.2659, -0.0610, -0.0843, -0.0829, -0.0753, -0.0607, -0.3087, -0.3177, 0.6818, -0.2807, -0.0643, -0.0803, -0.0885, -0.0785, -0.0535, -0.3142, -0.3135, 0.1162, 0.1053, 0.1018, 0.1037, 0.1164, 0.1114, 0.1023, 0.1003, 0.1030, 0.1158, -0.0127, -0.0958, 0.0262, -0.1493, 0.1060, -0.1759, 0.0718, -0.1139, -0.0566, -0.0430, -0.1540, -0.1515, -0.1407, -0.1522, -0.1632, -0.1446, -0.1361, 0.0348, -0.1450, -0.0199, -0.0906, -0.0644, -0.0145, -0.1685, 0.0819, 0.0961, 0.0941, 0.1286, 0.1330, 0.1319, 0.1263, 0.1372, 0.1271, 0.1215, 0.1320, 0.0980, 0.1374, 0.1269, 0.1176, 0.1260, 0.1305, 0.1198, 0.1282, 0.0997, 0.0088, 0.0902, 0.0913],
  "de_lowest_ev": 0.679,
  "energy_ev": -72383.280,
  "lumo_energy_ev": -1.872,
  "homo_ev": -5.771
}

=====

Copy entry 1 word for word.
{
  "formula": "C5H10NO",
  "method": "the ωB97M-V functional and the def2-TZVPD basis",
  "species": ["C", "C", "N", "C", "C", "C", "O", "H", "H", "H", "H", "H", "H", "H", "H", "H", "H"],
  "coordinates": [[-1.9748, 0.2897, 0.3508], [-1.0377, -0.3748, -0.6897], [0.3850, -0.3354, -0.4243], [1.2125, -1.2278, 0.0562], [2.2830, -0.2714, 0.4230], [1.2071, 0.8393, -0.6009], [0.7728, 1.9987, 0.0024], [-1.5968, 1.2196, 0.5265], [-2.9009, 0.2229, -0.0738], [-2.0161, -0.4584, 1.2587], [-1.2948, 0.0925, -1.6755], [-1.1543, -1.4640, -0.9583], [1.1524, -2.3273, 0.3433], [2.2513, 0.0873, 1.4285], [3.3825, -0.4740, 0.1151], [1.5866, 0.9039, -1.5642], [0.7945, 2.1245, 0.9278]],
  "forces_ev_per_a": [[2.342, -5.650, 1.604], [-1.102, -1.492, -2.197], [-1.096, -1.224, 0.049], [-0.099, 0.982, 1.111], [1.770, 1.025, -3.379], [2.166, -1.200, 6.186], [-0.175, -0.398, -3.664], [0.422, 2.562, 0.879], [-2.545, 0.458, -1.000], [0.185, 1.985, -1.256], [0.943, 0.029, 0.685], [-0.789, 0.897, 0.901], [-0.563, 1.500, -0.989], [-0.298, 0.225, 0.643], [-1.965, 0.197, 0.496], [0.459, 0.682, -1.722], [0.346, -0.577, 1.652]],
  "lowdin_charge": [-0.0152, -0.1599, -0.0582, 0.0643, 0.0396, -0.1540, 0.0785, 0.0345, 0.0509, 0.1351, 0.1501, 0.1500, 0.1887, 0.1011, 0.1426, 0.1477, 0.1043],
  "de_lowest_ev": 3.592,
  "total_charge": 1,
  "energy_ev": -8874.988,
  "lumo_energy_ev": -4.914,
  "homo_ev": -15.158
}